(1)
ORCA calculation (the ωB97M-V functional and the def2-TZVPD basis) on C48H94Br2F2IN2O8PS3Si as an isolated structure in a non-equilibrium geometry.

Last column: Löwdin charge in e.
CARTESIAN COORDINATES (ANGSTROEM)
1 C 2.492 6.077 -3.357  -0.1619
2 C 1.573 4.856 -3.234  -0.5208
3 S 1.841 4.039 -1.622  0.7980
4 C 0.431 2.895 -1.545  -0.4435
5 C 0.302 1.792 -0.457  -0.3110
6 C -1.108 1.211 -0.908  -0.2284
7 N -1.637 0.169 -0.031  0.0544
8 C 1.315 0.550 -0.582  -0.1607
9 C 2.097 0.558 -1.959  -0.6224
10 I 3.854 -0.697 -2.180  1.0856
11 C 1.175 0.060 -3.127  -0.3271
12 C 1.900 -0.040 -4.503  -0.1814
13 C 1.964 -0.040 0.720  -0.2638
14 C 3.148 0.521 1.531  -0.5255
15 Br 3.261 -0.138 3.381  0.9136
16 C 4.187 1.324 1.283  -0.7563
17 C 5.285 1.698 2.257  -0.1923
18 Br 4.394 2.192 -0.390  0.7482
19 C 2.242 -1.644 0.649  -0.4812
20 F 3.581 -1.860 0.721  0.0018
21 F 1.805 -2.248 1.814  0.0328
22 C 1.528 -2.471 -0.409  -0.1767
23 C 2.216 -3.848 -0.663  -0.2163
24 Si 1.059 -5.347 -0.682  0.6236
25 C 1.538 -6.476 0.774  -0.1617
26 C -0.776 -4.961 -0.773  -0.1816
27 C 1.499 -6.345 -2.242  -0.2558
28 C 2.712 -7.007 -2.349  -0.1138
29 C 3.071 -7.697 -3.477  -0.0934
30 C 2.203 -7.777 -4.556  -0.0997
31 C 0.988 -7.142 -4.444  -0.1062
32 C 0.627 -6.439 -3.318  -0.1010
33 O 0.838 -0.112 1.686  -0.2499
34 S 0.236 1.199 2.328  0.6032
35 O -1.020 0.788 2.863  -0.2659
36 O 0.942 1.904 3.364  -0.3637
37 C 0.000 2.466 0.942  -0.4830
38 N -1.424 2.731 1.109  0.0291
39 C -2.045 3.840 1.233  -0.3962
40 C -2.736 4.141 2.565  -0.0244
41 C -2.390 4.874 0.163  -0.0280
42 P 0.784 4.054 1.536  0.4283
43 S 2.697 4.218 1.818  0.2074
44 H 3.461 5.952 -2.868  0.0675
45 H 2.579 6.335 -4.416  0.0736
46 H 1.998 6.922 -2.864  0.0722
47 H 0.526 5.186 -3.264  0.0731
48 H 1.717 4.103 -4.018  0.0698
49 H -0.449 3.540 -1.393  0.0631
50 H 0.276 2.517 -2.562  0.0760
51 H -1.811 1.993 -1.200  0.1178
52 H -0.914 0.694 -1.860  0.1006
53 H -2.600 0.387 0.189  0.0848
54 H -1.594 -0.746 -0.459  0.0788
55 H 0.614 -0.250 -0.840  0.0895
56 H 2.452 1.538 -2.277  0.0001
57 H 0.341 0.740 -3.322  0.0789
58 H 0.758 -0.934 -2.923  0.0985
59 H 2.685 0.711 -4.624  0.0596
60 H 2.222 -1.054 -4.735  0.0482
61 H 1.144 0.199 -5.269  0.0721
62 H 4.809 2.274 3.057  0.0650
63 H 6.028 2.331 1.768  0.0587
64 H 5.794 0.814 2.646  0.0543
65 H 1.372 -2.014 -1.384  0.0570
66 H 0.520 -2.689 -0.032  0.1087
67 H 2.677 -3.784 -1.659  0.0612
68 H 3.040 -4.069 0.023  0.0793
69 H 0.836 -6.441 1.612  0.0267
70 H 1.661 -7.504 0.411  0.0275
71 H 2.545 -6.166 1.083  0.0274
72 H -1.306 -5.885 -1.046  0.0411
73 H -1.067 -4.200 -1.503  0.0383
74 H -1.145 -4.706 0.229  0.0296
75 H 3.401 -6.974 -1.503  0.1066
76 H 4.030 -8.200 -3.581  0.1053
77 H 2.458 -8.314 -5.464  0.1069
78 H 0.320 -7.197 -5.304  0.1097
79 H -0.342 -5.949 -3.246  0.0918
80 H -2.195 5.004 2.982  0.0876
81 H -2.738 3.276 3.228  0.0910
82 H -3.748 4.520 2.365  0.0730
83 H -3.067 4.430 -0.578  0.0945
84 H -1.518 5.285 -0.360  0.0603
85 H -2.924 5.731 0.588  0.0741
86 H 0.219 4.320 2.798  0.0064
87 H 0.423 5.145 0.714  -0.0175
88 C 1.482 -11.609 -4.409  -0.0748
89 C 0.175 -10.983 -4.865  -0.2793
90 O 0.150 -10.661 -6.245  -0.1659
91 C 0.325 -11.741 -7.144  -0.2834
92 C -0.733 -12.825 -7.016  -0.0806
93 H 2.318 -10.943 -4.630  0.0705
94 H 1.458 -11.798 -3.335  0.0793
95 H 1.678 -12.559 -4.909  0.0651
96 H 0.029 -10.043 -4.330  0.1069
97 H -0.676 -11.622 -4.607  0.1069
98 H 1.330 -12.164 -7.039  0.1062
99 H 0.274 -11.310 -8.145  0.1172
100 H -0.720 -13.295 -6.032  0.0647
101 H -0.566 -13.604 -7.761  0.0763
102 H -1.728 -12.404 -7.166  0.0810
103 C -5.708 6.089 5.178  -0.0708
104 C -5.025 6.795 4.019  -0.2841
105 O -5.803 6.837 2.836  -0.1699
106 C -7.051 7.504 2.926  -0.2767
107 C -6.933 8.964 3.324  -0.0729
108 H -5.975 5.068 4.897  0.0834
109 H -5.045 6.053 6.043  0.0801
110 H -6.625 6.596 5.482  0.0664
111 H -4.116 6.253 3.762  0.0866
112 H -4.712 7.805 4.308  0.1092
113 H -7.721 6.966 3.605  0.1076
114 H -7.500 7.438 1.934  0.1181
115 H -6.494 9.086 4.315  0.0681
116 H -7.917 9.435 3.336  0.0793
117 H -6.298 9.500 2.616  0.0647
118 C 10.058 -0.754 6.085  -0.0813
119 C 8.726 -0.202 5.605  -0.2822
120 O 8.695 0.098 4.222  -0.1638
121 C 8.933 -0.985 3.340  -0.2822
122 C 7.934 -2.121 3.479  -0.0744
123 H 10.864 -0.052 5.862  0.0807
124 H 10.030 -0.926 7.162  0.0760
125 H 10.306 -1.701 5.603  0.0642
126 H 8.524 0.738 6.120  0.1180
127 H 7.907 -0.881 5.866  0.1070
128 H 9.959 -1.353 3.457  0.1053
129 H 8.866 -0.572 2.332  0.1171
130 H 7.963 -2.576 4.470  0.0663
131 H 8.144 -2.901 2.746  0.0775
132 H 6.917 -1.757 3.316  0.0728
133 C -5.446 -3.060 1.852  -0.0765
134 C -5.300 -3.872 0.576  -0.2821
135 O -4.126 -4.662 0.531  -0.1721
136 C -3.984 -5.635 1.550  -0.2833
137 C -5.100 -6.666 1.577  -0.0778
138 H -4.581 -2.408 1.990  0.0807
139 H -6.346 -2.446 1.808  0.0766
140 H -5.520 -3.696 2.735  0.0661
141 H -5.237 -3.191 -0.274  0.1157
142 H -6.185 -4.496 0.408  0.1059
143 H -3.879 -5.149 2.527  0.1097
144 H -3.037 -6.140 1.353  0.1085
145 H -6.071 -6.212 1.778  0.0653
146 H -4.910 -7.407 2.354  0.0777
147 H -5.168 -7.177 0.615  0.0821
148 C -4.945 13.120 0.474  -0.0792
149 C -4.470 12.327 -0.733  -0.2822
150 O -3.151 11.827 -0.607  -0.1581
151 C -2.917 10.943 0.474  -0.2791
152 C -3.771 9.687 0.437  -0.0782
153 H -4.272 13.957 0.668  0.0820
154 H -5.948 13.509 0.299  0.0767
155 H -4.977 12.509 1.377  0.0615
156 H -4.462 12.979 -1.607  0.1179
157 H -5.166 11.512 -0.960  0.1056
158 H -3.041 11.469 1.428  0.1071
159 H -1.865 10.663 0.412  0.1186
160 H -4.836 9.913 0.504  0.0559
161 H -3.516 9.031 1.271  0.0724
162 H -3.609 9.145 -0.496  0.0812

* HOMO level: -0.291 hartree
* calculated total energy: -10067.33926 Eh
* Kohn-Sham gap: 7.88 eV


(2)
ORCA calculation (the ωB97M-V functional and the def2-TZVPD basis) on a 11-piece molecular cluster, C48H94NO31P overall in a non-equilibrium geometry.

Last column: Löwdin charge in e.
CARTESIAN COORDINATES (ANGSTROEM)
1 C 3.497 2.772 -3.570  -0.1580
2 C 3.026 3.396 -2.240  -0.4247
3 P 1.237 3.187 -1.846  1.0025
4 C 1.122 1.348 -1.644  -0.4000
5 C -0.122 0.715 -2.287  -0.1402
6 C 0.313 3.628 -3.404  -0.4186
7 N 1.132 4.706 -4.026  0.0263
8 C 0.170 5.636 -4.602  -0.4150
9 O 0.220 6.159 -5.686  0.1090
10 C -0.917 5.780 -3.526  -0.0515
11 C -1.116 4.276 -3.234  -0.3123
12 C -1.897 4.016 -1.954  -0.1745
13 C -3.343 4.540 -1.987  -0.1708
14 C -4.412 3.419 -2.040  -0.3579
15 C -4.472 2.915 -3.508  -0.0373
16 C -5.749 4.063 -1.655  -0.1713
17 C -6.906 3.070 -1.295  -0.1601
18 C -6.715 1.594 -1.517  -0.1126
19 C -7.478 0.842 -2.381  -0.3208
20 C -8.395 -0.253 -1.885  -0.0539
21 C -7.461 1.036 -3.873  -0.0632
22 H 3.695 3.568 -4.283  0.0587
23 H 4.428 2.218 -3.471  0.0617
24 H 2.751 2.132 -4.036  0.0561
25 H 3.240 4.462 -2.241  0.0531
26 H 3.593 2.967 -1.416  0.0635
27 H 1.184 1.148 -0.577  0.0563
28 H 2.010 0.884 -2.075  0.0682
29 H 0.112 0.338 -3.279  0.0688
30 H -0.957 1.405 -2.347  0.0338
31 H -0.439 -0.143 -1.696  0.0692
32 H 0.194 2.773 -4.067  0.1037
33 H 1.432 5.265 -3.223  0.0899
34 H -1.804 6.171 -4.013  0.1194
35 H -0.579 6.325 -2.649  0.1312
36 H -1.627 3.961 -4.149  0.1249
37 H -1.858 2.976 -1.640  0.0896
38 H -1.365 4.582 -1.188  0.0978
39 H -3.538 5.204 -2.828  0.1128
40 H -3.533 5.124 -1.086  0.1056
41 H -4.121 2.614 -1.368  0.1272
42 H -5.353 3.326 -3.994  0.0733
43 H -3.572 3.153 -4.061  0.0579
44 H -4.620 1.835 -3.501  0.0687
45 H -5.581 4.698 -0.784  0.0988
46 H -6.061 4.702 -2.479  0.1100
47 H -7.134 3.190 -0.236  0.0979
48 H -7.787 3.378 -1.854  0.1089
49 H -5.964 1.034 -0.959  0.0997
50 H -8.636 -0.128 -0.836  0.0561
51 H -7.979 -1.263 -2.016  0.0804
52 H -9.295 -0.237 -2.494  0.0771
53 H -7.475 2.081 -4.183  0.0771
54 H -6.568 0.541 -4.252  0.0811
55 H -8.312 0.543 -4.345  0.0682
56 C -8.739 -2.222 3.501  -0.0320
57 O -7.519 -1.482 3.584  0.0107
58 C -7.481 -0.396 2.820  -0.6161
59 O -8.353 -0.007 2.089  0.1187
60 O -6.300 0.196 2.996  -0.0143
61 C -6.143 1.399 2.239  -0.0246
62 H -8.629 -3.070 4.170  0.0943
63 H -9.580 -1.612 3.826  0.0991
64 H -8.903 -2.578 2.486  0.0971
65 H -6.886 2.138 2.535  0.0995
66 H -6.218 1.194 1.173  0.0657
67 H -5.153 1.789 2.461  0.0971
68 C 1.807 8.518 -5.505  -0.0503
69 O 2.815 9.506 -5.753  0.0113
70 C 2.349 10.660 -6.219  -0.6281
71 O 1.197 10.925 -6.434  0.1249
72 O 3.385 11.480 -6.407  0.0021
73 C 3.026 12.767 -6.911  -0.0442
74 H 2.318 7.636 -5.133  0.0865
75 H 1.103 8.873 -4.753  0.1007
76 H 1.282 8.265 -6.420  0.0909
77 H 2.369 13.284 -6.213  0.0964
78 H 2.544 12.680 -7.883  0.0968
79 H 3.952 13.325 -7.016  0.0917
80 C 2.642 -2.241 2.530  -0.0248
81 O 3.899 -1.597 2.775  -0.0092
82 C 4.118 -0.519 2.027  -0.6207
83 O 3.372 -0.067 1.201  0.1227
84 O 5.314 -0.021 2.351  -0.0167
85 C 5.680 1.151 1.617  -0.0304
86 H 2.593 -3.096 3.196  0.0934
87 H 1.816 -1.568 2.748  0.0992
88 H 2.583 -2.591 1.502  0.0958
89 H 4.972 1.956 1.802  0.0973
90 H 5.737 0.934 0.552  0.0973
91 H 6.662 1.443 1.978  0.0950
92 C -10.517 2.645 1.079  -0.0307
93 O -10.467 3.907 0.404  0.0018
94 C -10.616 4.961 1.200  -0.6292
95 O -10.780 4.932 2.391  0.1252
96 O -10.548 6.061 0.449  0.0022
97 C -10.692 7.279 1.181  -0.0421
98 H -10.378 1.880 0.321  0.0889
99 H -9.717 2.566 1.811  0.0859
100 H -11.483 2.504 1.561  0.0997
101 H -9.898 7.382 1.918  0.0968
102 H -11.663 7.321 1.670  0.0972
103 H -10.618 8.083 0.455  0.0923
104 C -1.647 -5.470 1.422  -0.0375
105 O -0.766 -6.578 1.227  0.0088
106 C 0.525 -6.276 1.328  -0.6260
107 O 0.979 -5.186 1.561  0.1152
108 O 1.230 -7.386 1.128  0.0089
109 C 2.647 -7.206 1.209  -0.0352
110 H -2.655 -5.857 1.313  0.0933
111 H -1.525 -5.053 2.420  0.0975
112 H -1.470 -4.702 0.671  0.0969
113 H 2.934 -6.857 2.199  0.0977
114 H 2.989 -6.506 0.450  0.0974
115 H 3.090 -8.181 1.028  0.0930
116 C 8.960 -6.270 2.432  -0.0284
117 O 7.945 -5.622 3.208  -0.0189
118 C 7.915 -4.295 3.078  -0.6514
119 O 8.647 -3.639 2.386  0.1285
120 O 6.936 -3.826 3.846  0.0097
121 C 6.781 -2.402 3.804  -0.0324
122 H 8.876 -7.335 2.627  0.0876
123 H 8.806 -6.087 1.371  0.0994
124 H 9.950 -5.930 2.732  0.0937
125 H 6.540 -2.074 2.800  0.0799
126 H 7.685 -1.910 4.160  0.1015
127 H 5.958 -2.148 4.462  0.0939
128 C 14.384 -6.192 7.057  -0.0416
129 O 13.304 -6.234 6.123  0.0040
130 C 12.256 -5.485 6.467  -0.6266
131 O 12.166 -4.813 7.460  0.1264
132 O 11.328 -5.612 5.521  0.0100
133 C 10.137 -4.857 5.759  -0.0155
134 H 15.160 -6.838 6.657  0.0922
135 H 14.770 -5.179 7.153  0.0973
136 H 14.067 -6.565 8.029  0.0970
137 H 10.359 -3.792 5.804  0.1065
138 H 9.653 -5.179 6.679  0.1061
139 H 9.473 -5.049 4.925  0.0670
140 C -0.770 -1.792 -7.698  -0.0401
141 O -0.650 -0.561 -8.412  0.0072
142 C -0.865 0.524 -7.672  -0.6271
143 O -1.139 0.534 -6.500  0.1136
144 O -0.723 1.594 -8.450  0.0115
145 C -0.933 2.834 -7.772  -0.0350
146 H -0.571 -2.584 -8.414  0.0929
147 H -0.039 -1.842 -6.893  0.0965
148 H -1.775 -1.909 -7.298  0.0969
149 H -0.212 2.967 -6.967  0.0903
150 H -1.950 2.889 -7.387  0.0969
151 H -0.790 3.623 -8.504  0.0970
152 C -4.397 0.289 5.627  -0.0329
153 O -3.947 -0.588 6.666  0.0090
154 C -4.919 -1.054 7.445  -0.6264
155 O -6.090 -0.801 7.346  0.1265
156 O -4.369 -1.853 8.360  0.0031
157 C -5.305 -2.427 9.273  -0.0429
158 H -3.513 0.594 5.074  0.0957
159 H -5.079 -0.224 4.957  0.0755
160 H -4.875 1.170 6.052  0.1023
161 H -6.027 -3.046 8.744  0.0963
162 H -5.818 -1.651 9.836  0.0970
163 H -4.728 -3.047 9.954  0.0922
164 C 7.263 -11.430 3.688  -0.0370
165 O 7.685 -12.065 2.478  0.0079
166 C 8.383 -11.279 1.663  -0.6273
167 O 8.667 -10.128 1.866  0.1164
168 O 8.714 -11.986 0.585  0.0081
169 C 9.474 -11.260 -0.384  -0.0381
170 H 6.712 -12.178 4.250  0.0932
171 H 8.122 -11.101 4.269  0.0979
172 H 6.611 -10.586 3.471  0.0965
173 H 10.417 -10.924 0.042  0.0977
174 H 8.907 -10.410 -0.758  0.0969
175 H 9.671 -11.950 -1.198  0.0933

* HOMO level: -0.269 hartree
* SMILES string: CCP(CC)[C@@H]1NC(=O)C[C@@H]1CC[C@H](C)CCC=C(C)C.COC(=O)OC.COC(=O)OC.COC(=O)OC.COC(=O)OC.COC(=O)OC.COC(=O)OC.COC(=O)OC.COC(=O)OC.COC(=O)OC.COC(=O)OC
* calculated total energy: -4613.84127 Eh
* relative energy (zero: lowest compared OMol25 entry of this formula, charge and spin): 33.18 kcal per mole
* Kohn-Sham gap: 7.51 eV